1.
Below is a 2-piece molecular cluster, C5H11OPS overall at a distorted geometry, with properties calculated with ωB97M-V with the def2-TZVPD basis set.

Computed properties:
total energy	-27531.296	eV
multiplicity	1
E_HOMO	-8.84	eV
energy relative to the best compared isomer or geometry (same formula, charge and spin)	439.7	kJ/mol

```
19
Properties=species:S:1:pos:R:3:forces:R:3:mulliken_charge:R:1
C 1.094 -0.572 -0.279 0.212 -0.323 1.559 0.16
C 0.293 2.263 -0.360 -3.202 1.195 -0.637 -1.31
C 1.136 0.326 0.971 -0.396 0.560 -0.708 -0.76
C 0.106 1.455 0.942 -1.329 -0.074 -2.580 0.25
C -1.361 0.905 0.977 1.587 -1.169 2.852 -0.46
O 0.103 -0.804 -0.928 0.865 1.246 0.077 -0.51
P -0.331 -3.268 -1.335 3.927 4.215 -0.368 0.01
S -1.886 0.067 2.287 0.250 0.505 -1.057 -0.20
H 2.054 -1.165 -0.334 -0.689 0.158 -0.686 0.35
H -0.426 1.767 -1.115 1.252 0.988 0.868 0.31
H -0.004 3.377 -0.309 0.313 -1.737 0.148 0.28
H 1.251 2.239 -0.802 1.293 -0.192 -0.179 0.36
H 0.646 -0.262 1.731 0.942 -1.032 0.802 0.31
H 2.189 0.666 1.169 -1.157 -0.426 0.131 0.38
H 0.042 2.024 1.834 0.927 0.750 0.868 0.50
H -2.063 1.134 0.238 -0.754 0.494 -1.437 0.29
H -0.517 -3.036 -2.724 -0.488 -0.023 0.345 0.03
H -1.450 -2.760 -0.753 -0.930 1.156 0.119 -0.01
H -0.877 -4.356 -1.210 -2.623 -6.289 -0.119 0.00
```
Forces are in eV/Å.


2.
Below is one molecule with the formula C4H6N2O2 at a distorted geometry, with properties calculated with ωB97M-V with the def2-TZVPD basis set.

Computed properties:
total energy	-11317.184	eV
multiplicity	1
E_HOMO	-7.18	eV
energy relative to the best compared isomer or geometry (same formula, charge and spin)	372.2	kJ/mol

```
14
Properties=species:S:1:pos:R:3:forces:R:3:mulliken_charge:R:1
C 1.082 0.085 0.112 0.802 -0.806 -0.482 0.66
C 0.236 1.229 0.196 0.387 0.584 -0.455 -0.62
C -1.032 0.765 0.036 -1.118 -1.608 0.008 0.10
C 0.352 -1.077 -0.108 1.224 1.253 0.978 -0.64
H 2.761 -0.706 -0.526 0.532 -0.194 -0.100 0.22
H 3.091 0.859 -0.077 -1.203 -0.658 0.107 0.23
H 0.557 2.300 0.144 -0.460 -1.292 0.237 0.31
H -2.924 1.107 -0.348 -1.307 -1.252 -0.549 0.31
H -2.158 -1.981 0.951 0.799 1.114 -0.811 0.35
H 0.777 -1.995 -0.460 -0.449 -0.482 0.213 0.34
N 2.507 0.023 0.112 0.140 0.728 -0.072 -0.56
N -0.962 -0.711 -0.059 -2.185 3.754 -0.079 0.25
O -2.171 1.577 -0.066 2.779 -0.530 1.031 -0.47
O -2.115 -1.475 0.092 0.062 -0.611 -0.026 -0.47
```
Forces are in eV/Å.


3.
Below is one molecule with the formula C4H9NO2 at a distorted geometry, with properties calculated with ωB97M-V with the def2-TZVPD basis set.

Computed properties:
total energy	-9878.502	eV
multiplicity	1
E_HOMO	-9.91	eV
energy relative to the best compared isomer or geometry (same formula, charge and spin)	150.4	kJ/mol

```
16
Properties=species:S:1:pos:R:3:forces:R:3:mulliken_charge:R:1
C -1.121 -0.536 1.962 -0.212 -0.343 0.473 0.02
N -0.309 0.314 1.257 1.072 0.186 -0.950 -0.17
C -0.918 -0.233 -1.093 -0.319 1.262 -0.097 -1.25
C 0.202 -0.133 -0.052 -0.470 -0.984 0.358 0.24
C 1.347 0.758 -0.480 0.123 0.184 -0.978 -0.73
O 2.118 0.177 -1.536 -0.301 -0.312 0.290 -0.50
O -2.241 -0.315 2.336 -0.345 0.534 0.287 -0.50
H -0.650 -1.491 2.269 0.216 0.050 -0.622 0.32
H -0.501 1.306 1.212 -0.855 -0.121 0.361 0.24
H -1.254 0.767 -1.416 0.345 -0.112 0.031 0.32
H -1.827 -0.643 -0.654 0.197 -0.560 -0.072 0.37
H -0.585 -0.760 -1.984 -0.127 -0.185 0.051 0.34
H 0.525 -1.184 0.037 0.419 0.279 0.443 0.30
H 0.918 1.668 -0.923 0.165 -0.026 0.221 0.32
H 2.003 1.043 0.337 -0.052 -0.091 0.370 0.34
H 2.292 -0.738 -1.273 0.145 0.240 -0.169 0.33
```
Forces are in eV/Å.


4.
Below is C10H12N3O4S3 as an isolated structure at a distorted geometry, with properties calculated with ωB97M-V with the def2-TZVPD basis set.

Computed properties:
charge	-1
total energy	-55725.241	eV
multiplicity	1
E_HOMO	-4.36	eV

```
32
Properties=species:S:1:pos:R:3:forces:R:3:mulliken_charge:R:1
C -3.182 0.258 2.377 -0.037 0.463 0.637 -0.64
C -2.524 -1.091 2.185 -0.072 -0.158 -0.529 -0.76
C -0.998 -1.136 2.360 -0.628 -0.332 0.053 -0.50
N -0.318 0.034 1.833 0.514 -0.022 -0.039 0.22
C 1.054 -0.010 1.737 -0.029 1.098 0.281 0.16
S 1.954 -1.396 2.183 -0.282 0.024 1.265 -0.30
S 1.868 1.381 1.239 0.373 -0.300 -0.263 -0.42
C -0.893 1.390 1.859 -0.032 0.133 -0.385 -0.67
C -2.424 1.446 1.812 0.283 -0.140 -0.833 -0.69
H -4.192 0.264 1.940 0.182 -0.114 0.370 0.29
H -3.255 0.434 3.447 -0.330 -0.039 0.330 0.31
H -2.979 -1.807 2.879 0.138 0.033 -0.112 0.34
H -2.776 -1.454 1.182 0.172 0.020 -0.015 0.34
H -0.725 -1.291 3.424 -0.100 -0.022 -0.405 0.41
H -0.684 -2.022 1.772 0.251 0.498 0.624 0.13
H -0.464 1.967 2.718 -0.263 -0.466 -0.542 0.40
H -0.542 1.884 0.921 -0.070 -0.225 1.052 0.29
H -2.682 1.555 0.752 -0.119 -0.026 0.083 0.33
H -2.737 2.371 2.302 -0.072 -0.078 -0.048 0.30
O 3.667 -6.244 -1.485 -1.144 1.204 0.971 -0.64
N 2.881 -5.483 -0.872 -0.420 -1.548 -0.129 0.95
O 1.814 -5.874 -0.301 1.972 0.291 -1.236 -0.63
C 3.132 -4.110 -0.764 -0.259 0.623 -0.114 -0.07
C 4.250 -3.343 -1.042 -0.611 -0.516 0.763 -0.45
C 4.075 -2.037 -0.530 0.014 -0.805 1.211 -0.16
N 5.173 -1.202 -0.188 0.608 2.254 0.116 0.96
O 4.930 -0.161 0.487 0.395 -2.241 -1.288 -0.55
O 6.321 -1.493 -0.580 -1.219 0.009 0.315 -0.67
C 2.795 -1.795 0.090 -0.007 1.579 -1.131 -0.01
S 1.842 -3.241 0.058 0.472 0.066 -0.832 -0.07
H 5.146 -3.726 -1.504 0.075 0.044 0.122 0.49
H 2.432 -0.731 0.022 0.243 -1.309 -0.288 0.30
```
Forces are in eV/Å.


5.
Below is C28H28FN5O6S2Sc as an isolated structure at a distorted geometry, with properties calculated with ωB97M-V with the def2-TZVPD basis set.

Computed properties:
charge	+1
total energy	-94313.488	eV
multiplicity	1
E_HOMO	-10.01	eV
energy relative to the best compared isomer or geometry (same formula, charge and spin)	70.1	kJ/mol

```
71
Properties=species:S:1:pos:R:3:forces:R:3:mulliken_charge:R:1
Sc -1.850 -0.165 0.220 0.541 1.175 -1.199 0.87
C 4.582 -4.256 0.082 2.313 0.065 -1.976 -1.38
C 4.440 -3.009 -0.801 0.592 1.548 0.676 -0.34
C 5.644 -2.012 -0.763 0.438 -0.468 -0.732 -0.99
C 5.888 -1.461 0.630 -1.680 -0.490 0.789 -0.86
C 4.519 -1.141 1.291 1.632 0.928 0.988 0.92
C 4.556 -0.394 2.468 0.334 0.844 0.652 -0.77
C 3.360 0.111 3.025 -0.063 -0.474 -1.111 -0.32
F 3.363 0.880 4.121 0.236 -0.332 -0.278 -0.32
C 2.166 -0.124 2.368 -0.611 1.317 1.606 -0.63
C 2.095 -0.877 1.223 0.450 -1.099 0.118 0.11
C 0.811 -1.197 0.657 -0.114 -0.245 -0.372 1.87
O -0.265 -0.670 1.226 1.653 -1.358 -0.576 -0.89
C 0.853 -2.082 -0.472 -0.604 1.337 -0.129 -0.09
C 2.087 -2.507 -0.996 -0.741 0.467 0.400 -0.31
N 3.254 -2.151 -0.452 -0.596 -2.383 -0.386 0.12
C 3.291 -1.449 0.728 -0.491 0.925 -0.643 -0.11
C -0.357 -2.319 -1.372 0.253 -1.581 -1.588 0.36
O -0.207 -3.144 -2.303 -0.768 1.835 2.014 -0.73
O -1.459 -1.635 -1.130 0.871 -0.353 0.186 -0.36
H 5.575 -4.647 -0.309 -1.110 -0.052 0.464 0.40
H 3.845 -5.009 -0.114 -0.520 -0.222 0.005 0.39
H 4.771 -4.130 1.121 -0.303 0.525 0.915 0.34
H 4.286 -3.314 -1.824 -0.097 -0.128 -0.299 0.60
H 5.422 -1.187 -1.476 -0.001 -0.451 0.495 0.35
H 6.579 -2.470 -1.141 -0.593 -0.042 0.125 0.44
H 6.458 -0.531 0.591 0.118 -0.272 0.113 0.48
H 6.355 -2.197 1.318 0.180 0.428 -0.632 0.37
H 5.539 -0.067 2.928 -1.274 -0.603 -0.614 0.42
H 1.223 0.308 2.730 0.626 -0.146 0.021 0.59
H 2.077 -3.150 -1.897 0.080 0.505 0.691 0.52
N -1.164 6.360 -4.754 0.079 -0.581 1.163 -0.49
C -1.028 5.407 -3.736 -0.706 0.712 -1.086 1.00
C -0.929 4.029 -4.049 -0.123 -0.422 2.017 -0.87
C -0.794 3.066 -3.019 -0.184 1.259 -0.386 -0.15
C -0.683 3.530 -1.703 0.341 -0.273 0.314 -0.44
C -0.893 4.875 -1.416 0.548 0.327 1.548 -0.26
C -1.118 5.826 -2.402 0.125 -1.194 0.419 -0.85
S -0.363 2.383 -0.332 -2.326 -0.205 -1.466 1.61
O 0.661 2.811 0.571 -0.461 0.032 -0.198 -0.71
O -0.184 1.070 -1.019 -0.209 0.203 0.808 -0.60
N -1.886 2.054 0.328 1.402 -0.970 0.240 -0.14
C -2.546 2.868 1.223 -0.933 0.181 0.088 0.29
N -3.569 2.331 1.918 0.503 0.405 0.167 -0.42
C -4.304 3.202 2.647 -0.426 -1.153 -0.340 -0.12
C -4.133 4.559 2.630 1.017 0.272 -0.611 -0.80
C -2.973 4.971 1.946 -0.509 0.918 0.960 0.00
N -2.207 4.155 1.286 0.925 -0.489 -0.531 -0.33
H -1.044 6.086 -5.706 -0.138 0.012 -0.237 0.19
H -1.552 7.273 -4.545 0.276 -0.463 -0.164 0.19
H -1.155 3.685 -5.029 0.175 -0.085 -0.775 0.33
H -0.875 2.007 -3.219 0.331 0.014 -0.149 0.49
H -0.832 5.124 -0.322 -0.269 0.113 -1.357 0.35
H -1.430 6.818 -2.117 0.331 0.225 -0.172 0.32
H -5.105 2.767 3.259 0.323 0.036 -0.371 0.37
H -4.822 5.231 3.106 0.076 0.159 0.246 0.40
H -2.569 5.987 1.986 -0.584 -0.064 0.029 0.43
O -3.472 -1.051 0.933 -0.991 -0.936 0.266 -0.52
S -4.481 -2.240 1.032 1.295 -0.087 -0.259 0.18
C -4.175 -3.300 -0.427 -0.456 0.044 -0.818 -0.51
C -3.381 -4.574 -0.111 1.527 1.439 -0.262 -0.34
C -3.429 -4.744 1.410 -0.614 -0.644 0.185 -0.58
C -3.665 -3.445 2.167 1.349 1.675 0.213 -0.47
H -3.679 -2.680 -1.196 -0.310 -0.127 0.439 0.27
H -5.178 -3.539 -0.765 -0.232 0.050 -0.175 0.44
H -2.375 -4.438 -0.617 -0.749 -0.115 1.231 0.01
H -3.746 -5.476 -0.564 -0.678 -0.165 -0.369 0.41
H -2.504 -5.185 1.753 -0.009 -0.403 0.326 0.33
H -4.305 -5.407 1.625 0.927 0.274 0.018 0.30
H -2.716 -2.871 2.500 -1.388 -0.997 -0.663 0.16
H -4.300 -3.529 3.047 -0.007 -0.176 -0.015 0.44
```
Forces are in eV/Å.


Number 1: frontier orbital gap 0.313 Ha. Number 2: frontier orbital gap 0.286 Ha. Number 3: frontier orbital gap 0.393 Ha. Number 4: frontier orbital gap 0.231 Ha. Number 5: frontier orbital gap 0.253 Ha.